{"formula": "C26H54Cl3N5O4PPbSi", "method": "the ωB97M-V functional and the def2-TZVPD basis", "de_lowest_kj_mol": 28.24, "homo_energy_ev": -4.82, "homo_lumo_gap_ev": 7.2, "charge": -1, "total_energy_ha": -3802.3591, "symbols": ["C", "C", "H", "H", "H", "C", "C", "H", "H", "H", "H", "Pb", "Cl", "Cl", "C", "O", "N", "C", "C", "H", "H", "H", "H", "H", "H", "H", "H", "H", "C", "C", "N", "H", "C", "O", "H", "H", "H", "H", "O", "C", "C", "C", "H", "C", "H", "C", "H", "C", "C", "H", "H", "H", "Si", "Cl", "C", "C", "C", "H", "H", "H", "H", "H", "H", "H", "H", "H", "C", "N", "C", "P", "O", "N", "C", "C", "N", "C", "C", "H", "H", "H", "H", "H", "H", "H", "H", "H", "H", "H", "H", "H", "H", "H", "H", "H", "H"], "coordinates": [[0.315, 2.146, -4.300], [0.579, 0.679, -4.310], [0.726, 2.599, -5.206], [0.749, 2.651, -3.425], [-0.777, 2.309, -4.263], [1.322, 0.039, -5.224], [2.043, 0.733, -6.332], [1.365, -1.058, -5.214], [2.468, 1.705, -6.021], [1.381, 0.902, -7.197], [2.879, 0.107, -6.665], [0.041, 1.620, -0.192], [-2.442, 1.284, -1.199], [1.993, 3.246, -1.126], [-1.506, -2.327, -0.215], [-0.722, -1.596, 0.403], [-1.356, -3.662, -0.378], [-0.184, -4.370, 0.104], [-2.381, -4.491, -0.988], [-2.451, -1.933, -0.649], [0.527, -3.670, 0.546], [0.305, -4.904, -0.721], [-0.487, -5.126, 0.842], [-3.161, -3.836, -1.386], [-2.808, -5.180, -0.239], [-1.958, -5.086, -1.811], [3.363, 1.628, -2.068], [3.304, -1.033, -3.227], [4.098, 1.113, -1.424], [4.063, -1.118, -2.429], [3.731, -0.280, -1.294], [4.108, 1.613, -0.452], [2.882, -0.716, -0.340], [2.264, 0.019, 0.445], [4.138, -2.164, -2.104], [2.798, -1.828, -0.302], [5.082, 1.156, -1.911], [5.025, -0.774, -2.836], [0.734, 0.262, -2.026], [0.021, -0.077, -3.116], [0.885, -2.489, -2.982], [-0.121, -1.590, -3.322], [1.745, -2.132, -2.421], [0.760, -3.831, -3.345], [-1.015, 0.279, -3.004], [-1.297, -2.038, -3.913], [1.592, -4.507, -3.136], [-0.399, -4.283, -3.968], [-1.445, -3.393, -4.250], [-2.093, -1.296, -4.066], [-0.487, -5.353, -4.210], [-2.370, -3.736, -4.737], [0.184, 5.434, 0.439], [-0.419, 5.073, -1.606], [1.911, 5.109, 1.143], [-1.398, 4.744, 1.146], [0.277, 7.300, 0.817], [2.269, 4.076, 1.038], [1.947, 5.366, 2.213], [2.643, 5.760, 0.635], [1.262, 7.713, 0.559], [0.143, 7.458, 1.897], [-0.500, 7.870, 0.299], [-1.603, 3.716, 0.823], [-2.225, 5.350, 0.747], [-1.448, 4.769, 2.237], [-3.120, -1.782, 2.948], [-2.716, -0.422, 3.268], [-3.379, 0.577, 2.417], [-1.112, -0.101, 3.669], [-0.438, 0.881, 2.773], [-1.246, 0.345, 5.309], [-0.059, 0.891, 5.955], [-2.466, 0.973, 5.785], [-0.333, -1.576, 3.765], [-0.655, -2.549, 4.805], [0.947, -1.788, 3.102], [-3.982, -1.746, 2.271], [-3.411, -2.343, 3.844], [-2.305, -2.325, 2.449], [-4.456, 0.536, 2.642], [-2.994, 1.577, 2.649], [-3.204, 0.393, 1.337], [0.222, 1.880, 5.550], [-0.292, 0.992, 7.025], [0.790, 0.211, 5.826], [-2.591, 2.018, 5.449], [-3.343, 0.399, 5.472], [-2.411, 0.985, 6.883], [-1.413, -3.273, 4.460], [0.264, -3.101, 5.057], [-1.027, -2.043, 5.708], [0.968, -2.798, 2.668], [1.114, -1.058, 2.301], [1.775, -1.705, 3.828]], "atomic_forces_ev_per_a": [[-0.07, 0.24, -0.05], [0.53, -1.24, -0.20], [-0.21, 0.18, 0.14], [-0.06, -0.23, -0.16], [0.34, 0.03, -0.04], [-0.54, 0.28, 0.26], [0.40, 0.12, -0.41], [0.10, 0.44, 0.10], [-0.23, -0.39, -0.15], [0.26, 0.02, 0.11], [-0.07, 0.15, -0.12], [0.63, -1.59, -1.01], [-0.26, 0.13, 0.03], [0.06, -0.01, -0.47], [0.56, 1.15, 0.84], [-0.89, -1.05, -0.80], [0.18, -0.44, -0.12], [-0.01, -0.05, -0.05], [0.13, 0.19, 0.04], [0.39, -0.09, 0.02], [-0.23, -0.02, -0.06], [-0.11, 0.18, 0.05], [0.08, 0.17, 0.05], [0.03, -0.21, 0.03], [0.02, 0.18, -0.19], [-0.11, 0.23, 0.20], [0.48, -0.23, 0.36], [0.27, 0.05, 0.26], [-0.35, 0.28, -0.62], [0.00, -0.01, -0.06], [0.13, -0.65, 0.44], [-0.05, -0.20, -0.25], [-0.56, 1.04, 0.11], [0.92, -0.90, -0.38], [0.02, 0.17, -0.18], [-0.10, 0.41, -0.07], [-0.08, 0.00, 0.28], [-0.21, -0.32, 0.15], [0.89, 0.61, 2.03], [-1.31, 0.04, -0.16], [-0.24, -0.22, -0.11], [0.11, 0.77, -0.09], [-0.23, -0.03, -0.26], [0.14, 0.28, 0.28], [-0.23, -0.09, -0.15], [-0.13, -0.60, -0.12], [-0.32, 0.00, -0.02], [-0.22, -0.40, -0.25], [-0.04, 0.28, 0.09], [0.30, -0.45, -0.15], [-0.03, 0.56, -0.01], [0.49, 0.07, 0.31], [0.21, 0.99, -0.39], [0.29, 0.85, 0.68], [0.28, -0.98, 0.25], [-0.15, -0.28, 0.52], [-0.57, 0.11, -0.41], [-0.13, 0.52, 0.19], [-0.33, 0.19, -0.16], [-0.41, -0.28, 0.01], [-0.28, -0.15, -0.07], [-0.02, -0.15, -0.15], [0.08, 0.10, 0.06], [0.05, 0.21, 0.07], [0.29, -0.05, 0.06], [0.04, 0.00, 0.02], [0.17, -0.35, -0.13], [0.49, 0.16, -0.25], [0.05, 0.12, -0.13], [-0.03, -0.17, -0.03], [-0.30, -0.48, 0.75], [-0.24, 0.12, -0.54], [0.02, 0.07, -0.19], [-0.13, 0.15, 0.22], [0.04, 0.43, 0.27], [0.04, 0.05, -0.05], [0.22, 0.04, -0.27], [0.18, -0.01, 0.15], [-0.05, 0.05, -0.04], [-0.28, 0.02, 0.02], [0.21, 0.17, -0.17], [-0.16, -0.21, -0.08], [-0.09, 0.12, 0.51], [-0.05, -0.25, 0.17], [0.28, -0.04, -0.23], [-0.09, 0.11, 0.02], [0.05, -0.17, 0.03], [0.19, 0.13, 0.04], [-0.19, 0.02, -0.21], [0.26, 0.11, 0.16], [-0.30, 0.14, 0.01], [0.06, -0.21, -0.26], [0.03, 0.23, 0.02], [-0.15, -0.21, 0.20], [-0.14, -0.05, -0.14]], "mulliken_charge": [-1.39, 0.15, 0.43, 0.07, 0.27, 0.31, -1.68, 0.34, 0.39, 0.28, 0.38, 0.79, -0.72, -0.76, -0.41, -0.28, 0.70, -0.86, -1.04, 0.25, -0.03, 0.34, 0.35, 0.29, 0.30, 0.31, 0.22, 0.25, -0.96, -0.83, 0.31, 0.29, 0.00, -0.64, 0.32, 0.32, 0.33, 0.32, 0.25, -0.01, 1.29, -0.39, -0.22, -0.94, 0.16, -0.24, 0.40, -0.54, -0.78, 0.43, 0.33, 0.32, 0.62, -0.26, -0.98, -0.75, -1.12, 0.26, 0.38, 0.34, 0.26, 0.32, 0.29, 0.03, 0.29, 0.31, -0.87, 0.48, -1.04, -0.10, -0.39, 0.47, -0.93, -1.00, 0.48, -1.24, -0.70, 0.42, 0.21, 0.05, 0.37, 0.29, 0.25, 0.22, 0.37, 0.25, 0.26, 0.26, 0.39, 0.26, 0.45, 0.34, 0.31, 0.03, 0.38]}